A cluster of 2 separate species, C5H10NO3P in total. Source: the OMol25 dataset; level of theory: ωB97M-V/def2-TZVPD.

Geometry as XYZ:
```
20
Properties=species:S:1:pos:R:3:forces:R:3:mulliken_charge:R:1
C -3.804840 0.162131 0.400178 0.675 1.707 1.443 -0.629
C -2.751893 0.890379 0.055085 -0.674 -1.437 0.626 -0.352
C -1.457911 0.629277 -0.489361 3.477 -0.791 -1.303 0.817
C -1.214686 0.817382 -1.945212 -0.252 2.327 -2.209 -0.917
C 1.741410 -2.074657 0.930134 -0.418 0.182 0.813 -0.520
N 2.554877 1.105388 1.309525 -1.653 -2.271 1.214 -0.531
O -0.383996 0.198690 0.020898 -2.938 0.330 1.641 -0.409
O 3.161710 0.692398 -1.342008 0.044 0.508 0.459 -0.572
O 2.597568 -1.273051 0.095693 -0.550 0.487 0.861 -0.266
P 2.306049 0.284365 -0.209046 0.133 -0.036 0.515 0.653
H -3.633577 -0.868442 0.662413 -0.024 -0.605 -0.477 0.287
H -4.699541 0.590537 0.896923 0.434 -0.091 -0.880 0.277
H -1.885394 1.575637 -2.408828 0.205 -0.222 0.449 0.374
H -1.446413 -0.054178 -2.554409 0.346 -0.426 0.310 0.263
H -0.153527 1.207158 -2.148512 -1.492 -0.973 0.474 0.254
H 2.080055 -2.220712 1.980831 0.496 0.378 -0.765 0.251
H 1.797455 -3.016011 0.423399 -0.534 -0.719 0.054 0.256
H 0.696700 -1.702315 1.060611 0.767 -0.136 -0.736 0.216
H 1.809002 0.993396 2.091673 1.614 -0.045 -2.140 0.290
H 2.686949 2.062624 1.170005 0.345 1.832 -0.348 0.256
```
Forces are in eV/Å.

Properties
- F_max (eV/A) = 3.80
- HOMO energy (alpha / beta) (eV) = -9.9568 / -7.4031

=====

A structure of composition C5H10NO4P. Source: the OMol25 dataset; level of theory: ωB97M-V/def2-TZVPD.

Geometry as XYZ:
```
21
Properties=species:S:1:pos:R:3:forces:R:3:mulliken_charge:R:1
C -2.841265 -1.170318 -0.823046 0.335 -0.870 1.670 0.817
C 0.205873 0.363986 -2.265693 2.988 0.616 0.025 -1.048
C 1.266413 -1.881842 1.150251 0.345 -2.519 3.342 -1.180
C -0.213439 -0.252431 -0.994006 2.031 0.120 2.600 0.192
C 1.591668 -0.900068 0.244722 -1.579 4.231 -5.314 0.734
N 0.386174 2.170435 1.498164 3.273 -2.052 -1.091 -0.752
O -2.619725 -1.518067 0.255256 -0.232 -0.419 1.040 -0.438
O -3.118542 -0.910535 -1.889049 -0.664 0.854 -2.731 -0.369
O -1.928384 1.635937 -0.093571 -0.241 1.073 0.622 -0.682
O 2.556218 -0.330774 -0.141079 -0.018 -0.615 0.723 -0.468
P -0.792965 0.751787 0.229511 -0.429 -2.138 -0.783 0.547
H 0.044160 -0.359927 -3.112381 0.289 1.175 0.553 0.249
H 1.381597 0.572137 -2.064901 -2.104 -0.685 -1.067 0.222
H -0.156172 1.417889 -2.412467 -0.209 -1.209 -0.284 0.305
H 2.172522 -2.390156 1.502600 0.149 0.173 0.218 0.404
H 0.801320 -1.373178 2.027860 -0.074 -0.699 -0.637 0.263
H 0.672048 -2.667880 0.713409 -0.765 0.202 -0.019 0.295
H 1.458512 2.145191 1.154625 -3.395 0.167 1.444 0.356
H -0.062471 3.016610 1.276586 -0.500 1.340 -0.122 0.284
H 0.217613 1.852108 2.455792 0.471 0.461 -0.404 0.306
H -1.021145 -0.170907 1.287420 0.329 0.793 0.215 -0.038
```
Forces are in eV/Å.

Properties
- F_max (eV/A) = 6.97
- HOMO energy (eV) = -7.6587

=====

The molecule C5H10NOP. Source: the OMol25 dataset; level of theory: ωB97M-V/def2-TZVPD.

Geometry as XYZ:
```
18
Properties=species:S:1:pos:R:3:forces:R:3:mulliken_charge:R:1
C -0.227458 -0.970303 -0.639224 1.808 -0.129 -0.905 0.028
C -0.093680 0.416149 -0.125941 1.170 0.955 1.296 1.151
C -0.803221 -2.182212 0.088613 1.035 0.099 0.878 -1.214
C -0.544660 0.776096 1.287827 0.802 -0.179 0.185 -1.517
C -0.090687 1.720031 -0.943043 -1.975 -1.002 -1.161 -1.429
N 1.142206 -0.446650 -0.206427 -2.436 0.210 -0.428 0.068
O 3.237160 0.952632 0.266474 -0.418 -1.057 -0.346 -0.488
P 2.785570 -0.399721 -0.194089 0.024 0.954 0.271 -0.046
H -0.371691 -0.983519 -1.736357 0.320 -0.278 0.510 0.384
H -1.847783 -2.185707 -0.279967 0.254 -0.476 0.997 0.292
H -0.589103 -2.076437 1.221989 -1.073 -0.058 -1.788 0.365
H -0.293099 -3.171171 -0.155091 -0.609 1.446 -0.232 0.306
H 0.442792 0.938820 1.828706 -1.653 0.124 -0.128 0.278
H -1.104035 -0.062101 1.682284 0.092 -0.086 0.629 0.369
H -1.230578 1.659907 1.292656 0.838 -0.675 0.057 0.427
H -0.100740 2.583197 -0.240882 -0.040 -0.616 -0.761 0.418
H -1.106868 1.654656 -1.567895 2.246 0.706 1.088 0.271
H 0.795869 1.776331 -1.579635 -0.386 0.061 -0.164 0.338
```
Forces are in eV/Å.

Properties
- F_max (eV/A) = 2.59
- structure (SMILES) = C[C@@H]1N(P=O)C1(C)C
- HOMO energy (eV) = -9.4202

=====

The ion C5H10NOS with charge -1. Source: the OMol25 dataset; level of theory: ωB97M-V/def2-TZVPD.

Geometry as XYZ:
```
18
Properties=species:S:1:pos:R:3:forces:R:3:mulliken_charge:R:1
C -0.628976 0.944710 1.104008 0.785 0.394 -0.280 -0.289
C -1.460781 1.539774 -0.070344 -0.329 -0.837 -0.087 -0.910
S -2.961209 0.557474 -0.450168 0.016 0.132 0.227 -0.648
C 0.835604 0.978404 0.744961 0.062 0.024 -0.749 0.422
N 1.480273 -0.194306 0.407500 -1.688 0.214 1.695 -0.210
C 0.899916 -1.465624 0.164473 -0.611 -1.281 -1.025 -0.508
C 0.284515 -1.551706 -1.240617 -1.104 1.105 0.397 -0.858
O 1.476066 2.015092 0.607843 -0.173 0.132 0.392 -0.685
H -0.963937 -0.066070 1.277885 -0.224 -0.096 0.345 0.202
H -0.716011 1.594572 1.975778 -0.297 -0.287 0.160 0.320
H -0.879551 1.531727 -0.989602 0.340 0.264 0.054 0.283
H -1.692350 2.559576 0.197912 -0.109 0.368 -0.162 0.275
H 2.265154 0.019487 -0.102540 2.285 0.434 -1.228 0.219
H 1.653682 -2.255790 0.222532 0.286 0.203 0.255 0.322
H 0.170213 -1.711544 0.920190 -0.285 0.051 0.243 0.307
H -0.143066 -2.513520 -1.522189 0.683 -0.276 -0.108 0.371
H -0.598491 -0.899351 -1.318306 0.027 0.062 0.390 0.104
H 0.978950 -1.082911 -1.929317 0.337 -0.606 -0.518 0.283
```
Forces are in eV/Å.

Properties
- F_max (eV/A) = 2.63
- structure (SMILES) = CCNC(=O)CC[S-]
- HOMO energy (eV) = -2.5643
- charge = -1

=====

The molecule C5H10NOS. Source: the OMol25 dataset; level of theory: ωB97M-V/def2-TZVPD.

Geometry as XYZ:
```
18
Properties=species:S:1:pos:R:3:forces:R:3:mulliken_charge:R:1
O -2.070247 0.207617 -1.585865 0.009 -0.151 -0.247 -0.625
C -1.557623 1.075653 -0.910639 -0.474 0.387 0.317 0.701
N -0.598547 0.820984 0.013719 0.794 -0.063 -0.064 -0.225
C 0.152662 -0.438846 0.138538 -0.203 0.936 0.134 0.132
C 1.353442 -0.103097 1.060049 -0.467 -0.540 -0.365 -0.824
S 1.855092 -1.622460 1.855259 0.280 0.104 0.185 -0.080
C 0.656985 -0.988379 -1.192187 -0.597 -0.632 0.297 -1.210
C -1.964830 2.543490 -1.011191 0.510 -0.831 -0.208 -1.132
H -0.276403 1.556143 0.620698 -0.195 0.218 -0.275 0.178
H -0.510364 -1.126517 0.657679 0.010 -0.410 -0.124 0.382
H 1.105599 0.689608 1.764223 0.047 -0.120 0.240 0.347
H 2.157885 0.242742 0.409999 0.192 0.060 0.159 0.368
H 1.605493 -0.530913 -1.440268 0.175 0.047 -0.266 0.302
H -0.068569 -0.870093 -1.989375 -0.032 0.293 -0.003 0.415
H 0.769520 -2.068095 -1.092551 0.376 0.029 0.036 0.327
H -2.003633 2.976724 -0.024631 -0.267 0.269 0.329 0.362
H -1.158041 3.050601 -1.548757 -0.333 0.117 -0.182 0.265
H -2.921387 2.576750 -1.529303 0.177 0.287 0.037 0.318
```
Forces are in eV/Å.

Properties
- F_max (eV/A) = 1.00
- HOMO energy (alpha / beta) (eV) = -9.5626 / -9.1642
- multiplicity = 2

=====

A cluster of 2 separate species, C5H10NOS in total. Source: the OMol25 dataset; level of theory: ωB97M-V/def2-TZVPD.

Geometry as XYZ:
```
18
Properties=species:S:1:pos:R:3:forces:R:3:mulliken_charge:R:1
C 2.465996 1.509084 0.341414 0.623 -1.490 -0.442 -0.876
C -1.205074 -1.371863 1.814846 -0.070 0.920 0.168 -0.273
S -2.491716 -2.557973 2.209224 0.302 0.440 -0.172 -0.101
C 1.148138 1.444723 -0.074784 -3.065 -0.439 1.962 0.699
N -0.006761 -0.480458 -1.764602 -1.615 1.792 1.767 -0.291
C 0.887784 0.251501 -0.967225 2.871 0.982 -3.712 -0.409
C -1.392989 -0.045283 -1.601085 0.051 -1.386 0.165 -0.785
O 0.186234 2.025019 0.469726 -0.190 0.518 -0.327 -0.667
H 3.228664 0.941997 -0.169274 0.059 0.032 -0.236 0.269
H 2.761782 1.888551 1.306545 -0.305 0.676 -0.130 0.300
H -0.219278 -1.739049 2.088216 0.134 -0.273 -0.456 0.304
H -1.269838 -0.473121 2.449077 -0.470 -0.288 0.257 0.322
H 0.722998 -0.772904 -0.448475 0.501 -0.636 0.249 0.364
H -1.287069 -0.897809 0.820136 0.175 -0.735 0.303 -0.268
H 1.730218 0.328225 -1.668926 0.993 -1.127 0.806 0.398
H -1.465486 0.868045 -1.022667 -0.248 0.345 -0.306 0.377
H -2.032317 -0.821153 -1.149802 0.283 -0.008 0.119 0.316
H -1.761285 -0.097533 -2.632344 -0.029 0.678 -0.015 0.321
```
Forces are in eV/Å.

Properties
- F_max (eV/A) = 4.79
- HOMO energy (alpha / beta) (eV) = -7.7871 / -7.7896
- multiplicity = 2